{"formula": "Cl2H2OSi", "method": "ωB97M-V/def2-TZVPD", "symbols": ["H", "Si", "H", "Cl", "Cl", "O"], "coordinates": [[1.5824, 1.0301, 1.3553], [0.6945, 0.4038, 0.3465], [-0.9514, -0.9205, 0.3855], [-2.1763, -0.8459, -1.4147], [1.6861, 0.0872, -1.3257], [-0.8353, 0.2453, 0.6530]], "forces_ev_per_a": [[-0.26, -0.19, -0.27], [0.01, 1.03, 0.24], [-1.72, 3.29, -0.96], [0.59, -0.73, 0.30], [-0.19, -0.21, 0.00], [1.57, -3.18, 0.69]], "lowdin_charge": [-0.02, 0.28, 0.09, -0.39, 0.44, -0.40], "fmax_ev_per_a": 3.83, "e_tot_ha": -1286.2764, "e_above_lowest_kcal_mol": 113.4, "lumo_energy_ev": -2.219}